[1]
A molecular structure, C18H26Cl3O7Sr. Source: the Open Molecules 2025 dataset; level of theory: the ωB97M-V functional and the def2-TZVPD basis.

As for the orbital gap: 7.48 eV. The value obtained for the total energy is -71819.745 eV. The net charge is +1. As for the HOMO energy: -0.35508 Eh. Its molar mass is 548.378 g/mol. The value obtained for the energy above the lowest of the compared OMol25 structures with the same formula, charge and spin is 0.3705 eV.

Each line ends with the Löwdin charge.
Geometry (Å):
Sr -0.853 -0.237 -0.196  1.58
C 0.862 -1.432 2.450  -0.16
C -0.531 -1.350 3.038  -0.15
O -1.284 -0.318 2.392  -0.24
C -1.420 0.904 3.115  -0.15
C -1.269 2.055 2.143  -0.16
O -0.076 1.809 1.399  -0.24
C 0.627 2.960 0.946  -0.16
C 1.982 2.478 0.485  -0.16
O 1.876 1.492 -0.533  -0.16
C 2.035 1.950 -1.874  -0.15
C 0.694 2.079 -2.575  -0.15
O -0.105 0.916 -2.419  -0.24
C 0.056 -0.130 -3.380  -0.14
C 1.106 -1.139 -2.940  -0.15
O 0.783 -1.528 -1.610  -0.27
C 1.680 -2.455 -0.994  -0.14
C 1.982 -1.964 0.402  -0.16
O 0.735 -1.820 1.083  -0.27
H 1.459 -2.168 2.995  0.15
H 1.357 -0.454 2.507  0.14
H -0.470 -1.170 4.112  0.14
H -1.065 -2.286 2.874  0.13
H -0.634 0.965 3.871  0.14
H -2.395 0.947 3.607  0.15
H -1.201 2.996 2.695  0.14
H -2.127 2.128 1.462  0.14
H 0.753 3.672 1.768  0.14
H 0.073 3.457 0.143  0.14
H 2.492 2.007 1.327  0.14
H 2.587 3.326 0.153  0.14
H 2.673 1.227 -2.383  0.12
H 2.551 2.914 -1.898  0.14
H 0.843 2.300 -3.636  0.14
H 0.117 2.898 -2.144  0.13
H 0.312 0.286 -4.356  0.14
H -0.921 -0.612 -3.447  0.14
H 2.117 -0.722 -2.952  0.12
H 1.078 -2.003 -3.610  0.15
H 2.608 -2.523 -1.566  0.14
H 1.204 -3.437 -0.969  0.14
H 2.484 -0.990 0.357  0.13
H 2.620 -2.678 0.930  0.15
Cl -6.486 -4.965 -2.443  0.67
C -5.387 -3.658 -2.131  -0.68
C -4.328 -3.847 -1.263  -0.14
C -3.477 -2.783 -1.038  -0.54
Cl -2.107 -3.010 0.045  0.73
C -3.608 -1.511 -1.623  -0.51
O -2.787 -0.537 -1.376  -0.37
C -4.702 -1.396 -2.507  -0.59
Cl -4.939 0.126 -3.299  0.70
C -5.576 -2.436 -2.758  -0.13
H -4.172 -4.798 -0.776  0.11
H -6.402 -2.293 -3.441  0.11

***

[2]
A molecular structure, C22H20FeIN4OS. Source: the Open Molecules 2025 dataset; level of theory: the ωB97M-V functional and the def2-TZVPD basis.

As for the orbital gap (spin up / spin down): 5.53 / 7.26 eV. The value obtained for the total energy is -84452.629 eV. The spin multiplicity is 6. The net charge is +2. As for the HOMO energy (spin up / spin down): -0.49106 / -0.53803 Eh. Its molar mass is 571.245 g/mol. The value obtained for the energy above the lowest of the compared OMol25 structures with the same formula, charge and spin is 4.0616 eV.

Each line ends with the Löwdin charge.
Geometry (Å):
Fe 0.559 0.248 0.084  0.77
S 4.874 -0.872 0.034  1.15
C 4.828 0.804 0.337  -0.35
C 3.561 1.303 0.373  -0.18
C 2.609 0.267 0.156  -0.20
C 3.177 -0.952 -0.031  -0.51
C 2.351 -2.130 -0.171  -0.27
C 2.865 -3.453 -0.167  0.04
C 1.973 -4.525 -0.066  -0.03
C 0.637 -4.282 -0.070  0.03
C 0.100 -2.910 -0.288  -0.25
N 1.078 -1.835 -0.221  0.06
H 5.748 1.356 0.463  0.09
H 3.364 2.345 0.562  0.10
H 3.934 -3.614 -0.174  0.12
H 2.351 -5.535 0.022  0.13
H -0.079 -5.092 -0.009  0.13
H -0.348 -2.904 -1.296  0.18
C -2.912 2.732 1.226  0.04
C -2.446 1.704 0.241  -0.47
O -1.237 1.441 0.104  -0.15
N -3.357 1.068 -0.487  0.12
C -2.947 0.026 -1.410  -0.08
C -2.586 -1.232 -0.652  -0.25
C -3.498 -2.325 -0.685  0.04
C -3.262 -3.459 0.112  -0.04
C -2.098 -3.539 0.798  0.00
C -1.063 -2.480 0.643  -0.27
N -1.473 -1.225 0.023  0.09
H -2.179 3.534 1.286  0.09
H -2.983 2.265 2.211  0.10
H -3.885 3.145 0.967  0.10
H -4.336 1.262 -0.342  0.17
H -2.077 0.376 -1.963  0.13
H -3.753 -0.152 -2.115  0.14
H -4.394 -2.250 -1.286  0.12
H -4.009 -4.239 0.183  0.13
H -1.886 -4.372 1.457  0.13
H -0.608 -2.258 1.615  0.16
I 0.705 1.737 2.580  1.21
C 0.968 2.959 0.906  -0.73
C 1.141 4.320 1.006  -0.08
C 1.375 5.017 -0.175  -0.01
C 1.432 4.332 -1.377  -0.01
C 1.244 2.963 -1.377  -0.07
N 1.007 2.290 -0.248  -0.12
H 1.107 4.820 1.964  0.12
H 1.521 6.090 -0.147  0.13
H 1.626 4.847 -2.308  0.13
H 1.283 2.384 -2.290  0.14

***

[3]
A molecular structure, C48H63IrP2 in a non-equilibrium geometry. Source: the Open Molecules 2025 dataset; level of theory: the ωB97M-V functional and the def2-TZVPD basis.

As for the orbital gap (spin up / spin down): 5.52 / 5.56 eV. The value obtained for the total energy is -72206.364 eV. The spin multiplicity is 2. The net charge is +1. As for the HOMO energy (spin up / spin down): -0.35522 / -0.35178 Eh. Its molar mass is 894.197 g/mol. The value obtained for the energy above the lowest of the compared OMol25 structures with the same formula, charge and spin is 3.3850 eV.

Each line ends with the Löwdin charge.
Geometry (Å):
Ir -0.386 0.308 0.750  0.88
C -1.678 -1.581 0.827  -0.23
C -0.613 -2.301 1.480  -0.14
C 0.045 -3.085 0.449  -0.08
C -0.709 -2.935 -0.718  -0.02
C -1.792 -2.066 -0.511  -0.20
C -2.970 -1.913 -1.420  -0.55
C -2.537 -1.688 -2.874  -0.03
C -3.893 -0.776 -0.983  -0.04
C -3.750 -3.242 -1.336  -0.02
C 1.251 -4.001 0.421  -0.51
C 2.358 -3.610 1.401  -0.03
C 1.913 -3.990 -0.970  -0.04
C 0.770 -5.444 0.671  -0.02
C -0.550 -2.366 2.999  -0.53
C -0.505 -3.820 3.485  -0.03
C -1.802 -1.737 3.631  -0.06
C 0.653 -1.581 3.547  -0.06
H -2.543 -1.200 1.348  0.09
H -0.499 -3.428 -1.646  0.11
H -2.061 -0.715 -2.991  0.07
H -3.414 -1.724 -3.515  0.09
H -1.847 -2.461 -3.203  0.07
H -3.358 0.170 -0.946  0.05
H -4.328 -0.970 -0.006  0.09
H -4.709 -0.677 -1.694  0.09
H -3.132 -4.071 -1.673  0.09
H -4.636 -3.182 -1.964  0.09
H -4.064 -3.439 -0.313  0.09
H 2.605 -2.557 1.278  0.07
H 3.255 -4.189 1.193  0.09
H 2.091 -3.802 2.432  0.06
H 2.159 -2.979 -1.280  0.07
H 1.290 -4.454 -1.728  0.08
H 2.833 -4.568 -0.920  0.09
H 0.321 -5.559 1.651  0.06
H 1.605 -6.137 0.592  0.09
H 0.023 -5.710 -0.072  0.09
H -1.301 -4.394 3.016  0.10
H -0.650 -3.856 4.563  0.09
H 0.443 -4.297 3.272  0.05
H -2.705 -2.238 3.297  0.09
H -1.863 -0.676 3.408  0.04
H -1.753 -1.842 4.712  0.09
H 1.595 -2.082 3.358  0.05
H 0.551 -1.457 4.622  0.09
H 0.671 -0.588 3.086  0.03
C 1.685 2.625 -0.532  -0.36
C 0.239 3.103 -0.479  -0.40
P -0.772 1.878 -1.446  1.04
C -2.487 2.482 -1.430  -0.40
C -3.078 2.890 -0.238  -0.10
C -4.419 3.222 -0.204  -0.06
C -5.183 3.144 -1.357  -0.06
C -4.599 2.744 -2.551  -0.06
C -3.263 2.392 -2.586  -0.10
C -0.222 2.545 -3.086  -0.35
C 0.619 1.864 -3.952  -0.08
C 1.157 2.502 -5.061  -0.06
C 0.844 3.823 -5.326  -0.07
C -0.040 4.493 -4.495  -0.06
C -0.566 3.865 -3.383  -0.10
P 1.830 0.817 -0.080  0.95
C 2.256 -0.052 -1.638  -0.34
C 1.267 -0.832 -2.232  -0.19
C 1.507 -1.504 -3.418  -0.09
C 2.752 -1.423 -4.017  -0.06
C 3.751 -0.673 -3.419  -0.05
C 3.510 0.006 -2.238  -0.06
C 3.446 0.848 0.770  -0.36
C 4.501 1.663 0.365  -0.11
C 5.714 1.599 1.027  -0.06
C 5.885 0.741 2.102  -0.06
C 4.829 -0.041 2.531  -0.06
C 3.619 0.013 1.865  -0.10
H 2.290 3.180 0.190  0.08
H 2.099 2.781 -1.532  0.09
H 0.156 4.104 -0.905  0.09
H -0.116 3.109 0.555  0.02
H -2.480 2.940 0.661  0.06
H -4.868 3.555 0.721  0.11
H -6.233 3.396 -1.329  0.11
H -5.187 2.718 -3.456  0.11
H -2.815 2.066 -3.515  0.11
H 0.867 0.832 -3.775  0.07
H 1.826 1.961 -5.714  0.11
H 1.282 4.331 -6.172  0.11
H -0.318 5.515 -4.708  0.11
H -1.253 4.402 -2.745  0.11
H 0.298 -0.917 -1.759  0.05
H 0.713 -2.074 -3.877  0.11
H 2.950 -1.940 -4.943  0.11
H 4.723 -0.614 -3.885  0.11
H 4.306 0.577 -1.790  0.09
H 4.382 2.353 -0.458  0.11
H 6.536 2.218 0.703  0.11
H 6.837 0.684 2.606  0.11
H 4.944 -0.698 3.377  0.11
H 2.780 -0.579 2.192  0.06
C -1.081 1.918 4.699  -0.04
C -0.733 2.497 3.307  -0.66
C -1.433 3.869 3.188  -0.04
C 0.788 2.708 3.231  -0.05
C -1.274 1.571 2.266  -0.04
H -0.772 2.607 5.481  0.10
H -0.567 0.973 4.849  0.07
H -2.152 1.753 4.795  0.09
H -1.008 4.554 3.916  0.10
H -2.498 3.770 3.387  0.09
H -1.302 4.298 2.196  0.07
H 1.150 3.106 4.175  0.09
H 1.046 3.423 2.452  0.07
H 1.313 1.772 3.044  0.06
H -2.361 1.462 2.356  0.06

***

[4]
C4H9N3O in the gas phase in a non-equilibrium geometry. Source: the Open Molecules 2025 dataset; level of theory: the ωB97M-V functional and the def2-TZVPD basis.

As for the orbital gap (spin up / spin down): 7.77 / 8.33 eV. The value obtained for the total energy is -10804.969 eV. As for the HOMO energy (spin up / spin down): -0.26681 / -0.29574 Eh. Its molar mass is 115.136 g/mol. The value obtained for the energy above the lowest of the compared OMol25 structures with the same formula, charge and spin is 7.4926 eV.

Each line ends with the Löwdin charge.
Geometry (Å):
C -0.962 -1.016 -0.249  -0.13
C -2.409 -0.951 -0.284  -0.16
C 1.257 1.613 -0.073  -0.05
C 1.809 -0.950 0.374  -0.03
N -2.530 1.307 0.015  0.09
N -0.359 0.122 -0.259  -0.03
N 0.991 0.175 -0.172  -0.22
O -3.073 0.118 -0.196  -0.09
H -0.485 -2.005 0.104  0.13
H -2.866 -1.938 -0.507  0.12
H 1.771 2.028 0.863  0.11
H 1.969 1.774 -0.859  0.07
H 0.367 2.124 -0.328  0.06
H 2.463 -1.479 -0.389  0.11
H 2.489 -0.525 1.057  0.06
H 1.148 -1.600 0.935  0.06
H -1.582 1.205 -0.031  -0.08